The following is a quantum chemistry calculation of an isolated ion of composition C5H6NO and charge +1 in a non-equilibrium geometry, from OMol25.

Values from the calculation:
- DFT total energy (hartree) = -323.57445
- lowest unoccupied orbital energy (spin up / spin down) (eV) = -7.45 / -7.15
- total charge = +1
- orbital gap (spin up / spin down) (eV) = 6.975 / 7.290
- SMILES = Cc1oc#c[n+]1C

Each line ends with the Mulliken charge.
CARTESIAN COORDINATES (ANGSTROEM)
C: 2.00121 -0.20440 -0.25419  0.045
C: 2.19464 0.95943 0.77132  0.104
C: 0.08423 0.72585 0.34344  0.589
C: -1.28473 1.05125 0.62617  -1.016
C: 0.10948 -1.50051 -0.85024  -0.913
N: 0.68005 -0.30997 -0.29671  0.184
O: 1.04330 1.48301 0.89309  -0.147
H: -1.39407 2.14395 0.79335  0.367
H: -1.69961 0.50779 1.61925  0.284
H: -1.86298 0.90406 -0.32591  0.356
H: -0.90115 -1.57954 -1.24052  0.347
H: 0.32506 -2.41265 -0.35501  0.413
H: 0.70456 -1.76826 -1.72404  0.388

---

The following is a quantum chemistry calculation of one molecule with the formula C2H3FNP in a non-equilibrium geometry, from OMol25.

Values from the calculation:
- DFT total energy (hartree) = -573.92389
- lowest unoccupied orbital energy (eV) = 0.65
- total charge = 0
- orbital gap (eV) = 9.571
- SMILES = C=C1NP1F

Each line ends with the Mulliken charge.
CARTESIAN COORDINATES (ANGSTROEM)
C: -0.03747 0.28452 0.10722  0.142
C: -0.72707 1.13718 -0.71042  -0.652
N: -0.26382 -1.03849 0.60861  -0.417
F: 2.07538 -1.42920 -0.35710  -0.276
P: 1.44096 -0.62987 0.93709  0.310
H: -1.47122 0.70394 -1.24030  0.353
H: -0.17784 2.04159 -0.83435  0.251
H: -0.83892 -1.06967 1.48925  0.288

---

The following is a quantum chemistry calculation of one molecule with the formula C6H5NO2S2 in a non-equilibrium geometry, from OMol25.

Values from the calculation:
- DFT total energy (hartree) = -1233.13725
- lowest unoccupied orbital energy (eV) = -0.41
- total charge = 0
- orbital gap (eV) = 8.782
- SMILES = O=S1(=O)CC=Nc2sccc21

Each line ends with the Mulliken charge.
CARTESIAN COORDINATES (ANGSTROEM)
C: 2.09650 0.61734 -0.54057  -0.850
C: 2.83633 0.25179 0.51984  -0.227
C: 0.68866 0.27735 -0.30152  0.234
C: 0.46736 0.00926 1.05387  0.567
C: -1.79601 -0.60912 1.22957  0.109
C: -2.07878 -0.79205 -0.28618  -0.898
N: -0.69408 -0.19730 1.74948  -0.568
O: -0.50370 -0.15645 -2.60875  -0.559
O: -1.24916 1.81482 -1.35545  -0.548
S: 1.99275 -0.17814 1.91923  -0.124
S: -0.70034 0.51608 -1.39677  1.004
H: 2.56881 0.80779 -1.45413  0.438
H: 3.90759 0.68113 0.67091  0.318
H: -2.58375 -0.82249 2.00644  0.366
H: -1.89846 -1.81272 -0.54136  0.340
H: -3.05371 -0.40728 -0.66461  0.395

---

The following is a quantum chemistry calculation of C12H15Cl2NO as an isolated structure in a non-equilibrium geometry, from OMol25.

Values from the calculation:
- DFT total energy (hartree) = -1516.27534
- lowest unoccupied orbital energy (eV) = 0.35
- total charge = 0
- orbital gap (eV) = 8.889

Each line ends with the Mulliken charge.
CARTESIAN COORDINATES (ANGSTROEM)
Cl: 4.15189 0.42692 -2.71624  -0.194
C: 3.54165 -0.95189 -1.83420  -0.707
C: 2.03397 -0.89971 -1.40427  0.574
C: 1.92887 0.40642 -0.53772  -1.364
N: 0.60034 0.72203 -0.16955  0.287
C: -0.16570 0.45164 -1.31999  -0.651
C: 0.20359 -0.84259 -2.12236  -0.764
H: -0.58774 -0.67282 -3.25967  0.278
O: 1.35964 -0.83238 -2.68722  -0.244
H: -0.29414 -1.66808 -1.64786  0.486
H: -1.38239 0.29615 -1.16814  0.234
H: -0.07854 1.32787 -2.11780  0.359
C: 0.19824 -0.17825 0.93767  -0.826
C: -1.18875 0.03765 1.48665  0.267
C: -1.21763 1.45319 2.06379  0.251
C: -2.25763 1.75999 2.70985  -0.474
C: -3.44888 1.17222 2.67930  -0.705
C: -3.41585 -0.16191 1.96005  -0.164
C: -2.47435 -0.61921 1.36617  -0.533
H: -2.25484 -1.68951 0.91750  0.212
H: -4.39988 -0.66029 1.73485  0.275
H: -4.36661 1.27691 2.92869  0.580
H: -2.42183 2.67833 3.13870  0.398
Cl: 0.32721 2.12726 2.34096  -0.188
H: -0.15918 -1.38025 0.37477  0.113
H: 0.85320 -0.34405 1.71042  0.729
H: 2.68825 0.44947 0.40956  0.303
H: 2.08984 1.16697 -1.22352  0.706
H: 2.12592 -1.86348 -0.82081  0.083
H: 4.35526 -1.13897 -1.01338  0.376
H: 3.65608 -1.84962 -2.71620  0.303

---

The following is a quantum chemistry calculation of C28H30Cl2N4O4Tl as an isolated structure in a non-equilibrium geometry, from OMol25.

Values from the calculation:
- DFT total energy (hartree) = -2696.67008
- lowest unoccupied orbital energy (eV) = -13.69
- total charge = +3
- orbital gap (eV) = 2.779

Each line ends with the Mulliken charge.
CARTESIAN COORDINATES (ANGSTROEM)
C: -3.00780 2.37108 3.87146  -0.928
C: -3.79822 1.08319 4.06038  -0.308
O: -4.21718 0.56475 2.78508  -0.376
C: -3.48058 -0.51226 2.32419  0.159
C: -4.34871 -1.12815 1.22746  -0.793
O: -3.46236 -1.99370 0.42129  -0.278
C: -3.22378 -1.65884 -0.79588  0.368
C: -4.30477 -1.48789 -1.73594  -0.155
C: -4.05200 -1.18253 -3.02536  -1.002
C: -2.71674 -1.02435 -3.47439  -0.363
C: -1.66237 -1.16482 -2.56325  0.449
C: -1.88015 -1.47098 -1.26364  -0.137
C: -0.68467 -1.64770 -0.38152  0.421
O: -0.72387 -2.53572 0.42686  -0.397
C: 0.50388 -0.78274 -0.67061  -0.025
C: 1.34826 -0.27507 0.33895  1.533
C: 1.12332 -0.54924 1.80255  -1.286
C: 1.55373 -1.95874 2.39150  0.212
N: 0.36026 -2.58534 2.91969  -0.568
N: 2.53797 -1.77348 3.49200  -0.352
N: 2.13285 -2.90054 1.45590  -0.694
C: 2.38761 0.56832 -0.10259  0.770
C: 3.33673 1.32678 0.79782  -1.107
Cl: 4.15725 0.27295 2.02722  -0.167
C: 2.72180 2.58862 1.48596  0.158
C: 1.25714 2.85782 1.21629  -1.233
Cl: 3.64277 3.99546 0.86109  -0.126
C: 2.58823 0.82890 -1.44332  -0.537
C: 1.77106 0.29561 -2.44096  0.742
C: 2.05133 0.61035 -3.85686  -0.392
C: 1.80280 1.90719 -4.32541  -0.444
C: 2.09099 2.18324 -5.64827  -0.637
C: 2.62682 1.15561 -6.41135  -0.409
C: 2.82814 -0.11593 -5.85939  -0.399
N: 2.54598 -0.39077 -4.60191  -0.417
C: 0.70968 -0.49670 -2.01899  0.277
C: -0.24823 -1.01418 -3.02901  -0.091
O: 0.02452 -1.30274 -4.16109  -0.425
H: -2.29722 2.52358 4.67755  0.330
H: -2.49730 2.32535 2.90899  0.216
H: -3.68629 3.21732 3.82233  0.327
H: -4.70401 1.24267 4.63661  0.374
H: -3.21033 0.33894 4.59965  0.285
H: -3.29970 -1.26659 3.09273  0.364
H: -2.51227 -0.21136 1.89266  -0.210
H: -4.82521 -0.36312 0.62059  0.474
H: -5.10070 -1.77576 1.66553  0.317
H: -5.32078 -1.65754 -1.41009  0.659
H: -4.86910 -1.08120 -3.72363  0.469
H: -2.52305 -0.78895 -4.51201  0.608
H: 0.05840 -0.44935 2.01173  -0.175
H: 1.61834 0.21893 2.38464  0.674
H: 0.05808 -2.10442 3.76130  0.323
H: 0.59285 -3.54515 3.15667  0.305
H: 3.43025 -2.13606 3.17566  0.361
H: 2.26723 -2.37735 4.25760  0.284
H: 1.47589 -3.16979 0.73627  0.246
H: 2.97617 -2.52674 1.03859  0.285
H: 4.14490 1.69579 0.18319  0.799
H: 2.92584 2.56301 2.55072  0.407
H: 0.61117 2.07723 1.61516  0.108
H: 1.05460 2.96837 0.15408  0.306
H: 0.98047 3.78857 1.70270  0.515
H: 3.40787 1.46467 -1.74642  0.593
H: 1.38663 2.66311 -3.67659  0.512
H: 1.91407 3.15969 -6.07111  0.483
H: 2.90701 1.33060 -7.43983  0.436
H: 3.23806 -0.90133 -6.47716  0.469
Tl: 5.50645 0.11941 4.31594  0.814

---

The following is a quantum chemistry calculation of one molecule with the formula C5H5N in a non-equilibrium geometry, from OMol25.

Values from the calculation:
- DFT total energy (hartree) = -248.20123
- lowest unoccupied orbital energy (eV) = 0.55
- total charge = 0
- orbital gap (eV) = 10.035
- SMILES = c1ccncc1

Each line ends with the Mulliken charge.
CARTESIAN COORDINATES (ANGSTROEM)
C: -0.75372 0.35964 -0.93376  -0.178
C: -1.16447 -0.52071 0.20353  -0.255
C: -0.14364 -1.09743 0.92504  -0.159
C: 1.43326 0.39750 0.26153  -0.141
C: 0.50796 0.84249 -0.87416  -0.257
H: -1.50780 0.90046 -1.69616  0.240
H: -2.24348 -0.88514 0.42004  0.264
H: -0.54614 -1.64089 1.77771  0.309
H: 2.46440 0.87102 0.55722  0.318
H: 0.73316 1.48664 -1.71961  0.326
N: 1.22048 -0.71357 1.07862  -0.468

---

The following is a quantum chemistry calculation of C13H23N4O2P2Ti as an isolated structure in a non-equilibrium geometry, from OMol25.

Values from the calculation:
- DFT total energy (hartree) = -2409.68584
- lowest unoccupied orbital energy (eV) = -13.24
- total charge = +3
- orbital gap (eV) = 5.724

Each line ends with the Mulliken charge.
CARTESIAN COORDINATES (ANGSTROEM)
Ti: 0.11119 0.41433 0.04434  0.047
P: -2.24390 0.15332 -0.40424  1.029
C: -2.20918 0.96926 -2.06610  -1.393
C: -0.87927 1.47470 -2.59039  0.386
N: 0.24226 1.37408 -1.81509  0.134
C: 1.49367 1.59568 -2.26795  0.651
C: 1.64768 2.30781 -3.44324  -0.847
C: 0.54225 2.54731 -4.22459  -0.443
C: -0.70611 2.08086 -3.82767  -0.693
C: 2.65919 1.06291 -1.40396  -1.186
P: 2.33630 -0.46852 -0.42052  1.157
H: -1.58847 2.23415 -4.44270  0.542
H: 2.64502 2.57255 -3.70535  0.553
H: 0.66143 3.10577 -5.14246  0.500
H: 3.51160 0.78832 -2.03375  0.572
H: 3.01782 1.85600 -0.72767  0.421
H: -2.71915 0.20490 -2.63808  0.596
H: -2.95555 1.73360 -2.10197  0.679
H: -1.31115 -2.43107 -3.64054  0.243
O: -1.52324 -2.85436 -4.45337  -0.569
H: -2.44363 -2.61593 -4.64195  0.339
H: -0.01694 -3.46071 -0.36002  0.241
O: -0.31402 -4.17500 -0.90576  -0.556
H: 0.19998 -3.91268 -1.70583  0.323
C: 2.91671 -1.79615 -1.51871  -1.180
H: 3.94836 -1.57839 -1.87731  0.450
H: 2.90705 -2.76342 -0.97042  0.427
H: 2.22802 -1.90375 -2.38365  0.406
C: 3.63844 -0.43118 0.88939  -1.208
H: 3.53594 -1.33951 1.51382  0.407
H: 4.65672 -0.39402 0.44702  0.415
H: 3.47519 0.44967 1.53864  0.416
C: -3.12463 1.61718 0.24361  -1.372
H: -4.10344 1.61231 -0.26657  0.438
H: -3.19112 1.58205 1.33856  0.425
H: -2.55240 2.50327 -0.08380  0.471
C: -3.53153 -1.15272 -0.42407  -1.010
H: -3.87154 -1.36511 0.61538  0.417
H: -4.40758 -0.80867 -1.02191  0.449
H: -3.15680 -2.11201 -0.85032  0.416
N: 0.12041 1.05153 1.86841  -0.436
C: 0.05910 0.93565 3.05561  0.438
N: 0.06356 1.14539 4.28701  -0.269
C: 0.02151 0.37493 5.36760  0.379
N: -0.01164 -0.17146 6.40209  -0.204

---

The following is a quantum chemistry calculation of a 12-piece molecular cluster, C30H36F6N6O18 overall in a non-equilibrium geometry, from OMol25.

Values from the calculation:
- DFT total energy (hartree) = -3446.76571
- lowest unoccupied orbital energy (eV) = -0.72
- total charge = 0
- orbital gap (eV) = 9.906
- SMILES = O=C1OC[C@@H](F)O1.O=C1OC[C@@H](F)O1.O=C1OC[C@@H](F)O1.O=C1OC[C@@H](F)O1.O=C1OC[C@@H](F)O1.O=C1OC[C@@H](F)O1.CC#N.CC#N.CC#N.CC#N.CC#N.CC#N

Each line ends with the Mulliken charge.
CARTESIAN COORDINATES (ANGSTROEM)
C: -2.12202 -4.74751 0.14563  -0.015
C: -1.21593 -3.80375 -0.59603  1.007
O: -1.26237 -4.43029 -1.84256  -0.220
C: -1.30326 -5.69807 -1.68641  0.537
O: -1.04171 -6.52626 -2.55571  -0.603
O: -1.69699 -5.96629 -0.43505  -0.406
F: -0.01081 -3.78477 -0.04732  -0.240
H: -3.20188 -4.60475 0.10534  0.094
H: -1.87015 -4.66784 1.20314  0.202
H: -1.50814 -2.75681 -0.67745  -0.485
C: -2.41904 -2.36844 4.92187  -0.717
C: -2.62542 -0.86449 4.80348  0.295
O: -2.50987 -0.68475 3.39321  -0.172
C: -2.02568 -1.79217 2.82381  0.585
O: -1.67930 -1.74696 1.65735  -0.369
O: -2.07549 -2.81148 3.63028  -0.353
F: -1.48808 -0.41019 5.38559  -0.304
H: -3.33273 -2.84071 5.28276  0.288
H: -1.57760 -2.71674 5.52084  0.354
H: -3.48032 -0.41071 5.30480  0.399
C: -5.47716 -0.69744 1.42207  0.106
C: -5.32610 -2.20151 1.07667  0.308
O: -4.33991 -2.27855 0.06970  -0.256
C: -4.10585 -1.05860 -0.38840  0.633
O: -3.31681 -0.89175 -1.34598  -0.450
O: -4.93580 -0.11485 0.21485  -0.361
F: -6.45578 -2.67842 0.66753  -0.334
H: -4.88355 -0.42864 2.29583  -0.241
H: -6.43878 -0.26436 1.69744  0.363
H: -5.02389 -2.82993 1.91445  0.229
C: 1.09571 -0.11804 3.72326  -0.097
C: 2.40686 0.58483 3.23389  0.528
O: 2.56187 -0.18492 2.07670  -0.018
C: 2.16732 -1.49651 2.35559  0.471
O: 2.61094 -2.49831 1.84113  -0.593
O: 1.24687 -1.44371 3.35317  -0.324
F: 3.37536 0.38786 4.13741  -0.355
H: 0.22850 0.31176 3.22195  -0.086
H: 0.91726 -0.10840 4.79851  0.358
H: 2.37410 1.65814 3.04671  0.014
C: 1.39734 -0.87337 -6.23231  -0.468
C: 1.42829 0.20417 -5.06829  0.355
O: 0.44632 -0.35938 -4.22823  0.073
C: 0.24627 -1.67140 -4.49242  0.389
O: -0.49871 -2.40277 -3.88830  -0.466
O: 1.01603 -2.05742 -5.55210  -0.340
F: 1.00043 1.41088 -5.52332  -0.330
H: 2.36210 -1.02781 -6.71552  0.320
H: 0.79181 -0.53652 -7.07372  0.272
H: 2.41880 0.26727 -4.61773  0.224
C: 2.64965 4.09244 0.39494  -0.067
C: 3.50188 5.29912 0.62167  0.252
O: 4.27394 4.91695 1.76846  -0.359
C: 4.31337 3.58759 1.82856  0.648
O: 4.87510 2.89139 2.67555  -0.563
O: 3.53989 3.10518 0.89096  -0.156
F: 2.71447 6.35507 0.85512  -0.289
H: 2.38408 3.88752 -0.64217  -0.023
H: 1.71484 4.22619 0.93931  0.186
H: 4.24217 5.46386 -0.16123  0.342
C: 4.81921 -0.16385 -0.66248  -0.816
C: 3.86184 0.43103 -1.53245  0.701
N: 3.14335 1.03747 -2.23690  -0.525
H: 4.24919 -0.68947 0.10361  0.019
H: 5.38827 0.63236 -0.18257  0.331
H: 5.44624 -0.90769 -1.15405  0.393
C: -1.21858 2.74416 4.41559  -0.384
C: 0.20665 2.85219 4.88097  0.470
N: 1.30330 2.95795 5.16386  -0.472
H: -1.82692 3.50993 4.89685  0.423
H: -1.62188 1.76652 4.67954  -0.194
H: -1.35189 2.87269 3.34143  0.217
C: 0.07002 0.34893 -0.98016  1.697
C: 0.06109 1.35475 0.08453  -0.163
N: 0.09042 2.10840 0.97151  -0.361
H: 1.08275 0.05173 -1.25250  -0.474
H: -0.25466 0.92902 -1.84398  -0.194
H: -0.61566 -0.46489 -0.74429  -0.511
C: 2.60974 -2.96379 -1.62478  0.343
C: 3.60655 -2.86043 -2.63579  -0.027
N: 4.38115 -2.81224 -3.50090  -0.554
H: 2.20450 -3.96186 -1.45822  0.500
H: 1.80803 -2.45310 -2.15822  -0.244
H: 3.14836 -2.60133 -0.74922  -0.042
C: 0.47763 4.19832 -3.19382  -0.309
C: 0.64030 5.64035 -2.87768  0.079
N: 0.79795 6.78658 -2.65055  -0.433
H: -0.33123 4.02241 -3.90298  0.466
H: 0.15567 3.66382 -2.30009  -0.086
H: 1.32868 3.67228 -3.62635  0.313
C: -3.04826 2.15217 -2.66456  0.383
C: -3.32740 1.49115 -3.98657  0.360
N: -3.45844 0.90961 -4.99844  -0.551
H: -3.57097 3.10807 -2.63087  0.408
H: -1.97031 2.30907 -2.70360  -0.394
H: -3.33713 1.53338 -1.81500  -0.136

---

These records have energy above the lowest of the compared OMol25 structures with the same formula, charge and spin values of 775.9; 23.9; 339.3; 955.5; 0.0; 193.8; 0.0; 152.0 kJ/mol, in the order they appear.